Entry 1:
Computed, not measured: 2 unconnected molecules or ions with the total composition C33H30O5 at a distorted geometry, with wB97M-V/def2-TZVPD.

Summary:
LUMO energy: -2.601 eV
HOMO: -6.85 eV

Geometry as ORCA input:
```
! wB97M-V def2-TZVPD RIJCOSX def2/J DEFGRID3
* xyz 0 1
C 0.554 -3.368 4.143
C 1.523 -3.019 3.024
C 2.987 -3.136 3.459
O 1.392 -3.921 1.899
C 0.417 -3.721 0.953
O 0.207 -4.596 0.124
C -0.334 -2.474 0.997
C -1.699 -2.513 0.462
C -2.641 -2.857 1.621
C -3.085 -1.829 2.447
C -3.810 -2.132 3.601
C -4.095 -3.469 3.909
C -3.616 -4.503 3.093
C -2.857 -4.193 1.958
C 0.087 -1.471 1.932
O -0.559 -0.454 2.159
O 1.302 -1.660 2.565
H -0.483 -3.347 3.791
H 0.786 -4.375 4.510
H 0.661 -2.641 4.958
H 3.638 -2.981 2.595
H 3.226 -2.392 4.222
H 3.151 -4.146 3.846
H -1.974 -1.559 0.003
H -1.716 -3.316 -0.276
H -2.829 -0.800 2.189
H -4.140 -1.316 4.250
H -4.701 -3.707 4.788
H -3.816 -5.552 3.330
H -2.415 -4.973 1.328
C -1.927 -1.486 -6.293
C -1.358 -1.193 -4.941
C -1.315 -2.159 -3.922
C -0.804 -1.839 -2.672
C -0.392 -0.505 -2.355
C 0.085 -0.130 -1.066
C 0.891 1.020 -0.795
C 1.722 1.620 -1.786
C 2.392 2.808 -1.552
C 2.357 3.372 -0.271
O 3.035 4.551 0.034
C 2.542 5.792 -0.391
C 2.312 6.728 0.621
C 1.803 7.977 0.280
C 1.574 8.299 -1.062
C 1.848 7.363 -2.065
C 2.328 6.089 -1.739
C 1.687 2.724 0.778
C 0.955 1.596 0.504
C -0.497 0.460 -3.405
C -0.891 0.101 -4.677
H -1.425 -0.876 -7.052
H -1.822 -2.541 -6.562
H -2.997 -1.234 -6.340
H -1.682 -3.172 -4.117
H -0.682 -2.616 -1.914
H -0.162 -0.747 -0.224
H 1.823 1.136 -2.757
H 2.942 3.317 -2.343
H 2.522 6.439 1.650
H 1.590 8.688 1.077
H 1.175 9.283 -1.322
H 1.670 7.613 -3.110
H 2.532 5.347 -2.511
H 1.716 3.135 1.790
H 0.405 1.128 1.311
H -0.260 1.502 -3.194
H -0.856 0.831 -5.490
*
```

---

Entry 2:
Computed, not measured: a molecular structure, C33H31AgO3PSSi, with wB97M-V/def2-TZVPD.

Summary:
LUMO energy: 2.061 eV
HOMO: -4.05 eV
energy relative to the best compared isomer or geometry (same formula, charge and spin): 28.3 kcal/mol

Geometry as ORCA input:
```
! wB97M-V def2-TZVPD RIJCOSX def2/J DEFGRID3
* xyz -1 1
Ag 1.078 -0.067 -0.402
O 1.853 -3.374 -3.086
C 1.637 -2.621 -2.133
O 2.011 -1.417 -1.997
C 0.848 -3.221 -0.965
C 1.440 -4.276 -0.277
C 0.812 -4.874 0.801
C -0.440 -4.426 1.197
C -1.036 -3.372 0.529
C -0.414 -2.763 -0.566
P -1.169 -1.211 -1.189
C -0.871 -1.141 -3.003
C -0.246 -0.001 -3.506
C -0.001 0.133 -4.862
C -0.402 -0.865 -5.737
C -1.040 -1.994 -5.250
C -1.274 -2.134 -3.891
C -2.960 -1.664 -1.232
C -3.454 -2.948 -1.457
C -4.819 -3.191 -1.446
C -5.714 -2.158 -1.199
C -5.235 -0.877 -0.969
C -3.869 -0.637 -0.983
H 2.418 -4.613 -0.598
H 1.297 -5.679 1.340
H -0.952 -4.893 2.030
H -1.999 -3.006 0.864
H 0.063 0.780 -2.822
H 0.517 1.009 -5.234
H -0.207 -0.766 -6.798
H -1.348 -2.777 -5.932
H -1.761 -3.027 -3.524
H -2.766 -3.767 -1.623
H -5.185 -4.195 -1.624
H -6.778 -2.358 -1.169
H -5.926 -0.068 -0.767
H -3.492 0.361 -0.785
C 5.436 0.667 3.802
C 4.999 1.487 2.770
C 3.695 1.386 2.309
C 2.783 0.483 2.863
C 3.246 -0.322 3.905
C 4.553 -0.239 4.370
Si 1.048 0.220 2.072
C 0.018 1.687 2.779
C -1.047 1.497 3.661
C -1.864 2.546 4.064
C -1.637 3.830 3.588
C -0.577 4.051 2.718
C 0.228 2.993 2.324
H 6.462 0.723 4.147
H 5.683 2.193 2.313
H 3.379 2.003 1.472
H 2.568 -1.042 4.352
H 4.883 -0.887 5.174
H 0.536 -0.846 3.011
H -1.241 0.498 4.038
H -2.680 2.362 4.753
H -2.283 4.649 3.885
H -0.384 5.053 2.347
H 1.047 3.168 1.631
C -0.285 4.455 -1.261
S 1.294 3.717 -1.795
C 2.337 4.772 -0.733
O 1.323 2.366 -1.196
H -0.260 5.534 -1.411
H -0.439 4.194 -0.214
H -1.070 4.010 -1.871
H 2.286 5.802 -1.087
H 3.355 4.397 -0.816
H 1.995 4.693 0.298
*
```

---

Entry 3:
Computed, not measured: a molecular structure, C33H31AsBrIN5O7STi at a distorted geometry, with wB97M-V/def2-TZVPD.

Summary:
LUMO energy: 1.377 eV
HOMO: -2.96 eV
energy relative to the best compared isomer or geometry (same formula, charge and spin): 45.0 kcal/mol

Geometry as ORCA input:
```
! wB97M-V def2-TZVPD RIJCOSX def2/J DEFGRID3
* xyz -1 1
Ti -0.599 0.737 -0.353
Br 0.741 0.894 6.900
C 0.787 1.087 5.005
C 0.342 2.267 4.426
C 0.328 2.374 3.048
C 0.738 1.319 2.216
O 0.598 1.432 0.916
C 1.309 0.179 2.835
C 2.050 -0.838 2.078
N 2.201 -0.761 0.828
C 2.966 -1.649 0.062
C 3.311 -2.924 0.430
C 4.042 -3.766 -0.435
C 4.422 -3.331 -1.670
C 4.080 -2.022 -2.094
C 4.441 -1.510 -3.365
C 4.088 -0.238 -3.698
C 3.392 0.548 -2.744
N 3.041 0.108 -1.569
C 3.359 -1.169 -1.231
C 1.284 0.067 4.225
H 0.003 3.088 5.043
H -0.018 3.284 2.574
H 2.545 -1.607 2.695
H 3.007 -3.295 1.401
H 4.300 -4.767 -0.112
H 4.977 -3.976 -2.342
H 5.003 -2.138 -4.047
H 4.339 0.181 -4.664
H 3.138 1.580 -2.967
H 1.671 -0.832 4.693
C -2.937 3.930 1.634
C -2.177 3.188 0.719
N -1.931 1.904 0.902
C -2.443 1.275 1.982
C -3.275 1.915 2.895
C -3.483 3.298 2.717
C -3.890 1.144 3.942
C -3.668 -0.179 4.053
C -2.756 -0.850 3.166
C -2.475 -2.223 3.238
C -1.577 -2.776 2.363
C -0.940 -1.952 1.426
N -1.195 -0.669 1.327
C -2.114 -0.120 2.163
H -3.074 4.988 1.453
H -1.783 3.648 -0.186
H -4.080 3.841 3.441
H -4.566 1.645 4.625
H -4.170 -0.757 4.820
H -2.982 -2.833 3.977
H -1.348 -3.832 2.390
H -0.190 -2.338 0.746
C 0.482 -1.457 -4.106
As -0.512 -1.664 -2.477
C -2.272 -2.440 -2.641
C 0.300 -3.409 -2.024
O 0.162 -0.791 -1.175
H 0.115 -2.172 -4.840
H 1.522 -1.671 -3.858
H 0.386 -0.441 -4.475
H -2.151 -3.379 -3.177
H -2.966 -1.764 -3.126
H -2.632 -2.619 -1.629
H 0.317 -4.054 -2.902
H -0.272 -3.904 -1.236
H 1.320 -3.252 -1.667
O -2.696 2.097 -2.046
S -2.669 0.675 -2.266
O -1.489 0.268 -3.163
O -2.319 -0.026 -0.919
O -3.905 0.131 -2.781
N -0.121 2.901 -3.604
C 0.218 3.062 -2.255
O -0.045 2.021 -1.432
C 0.764 4.168 -1.752
I -1.443 6.230 -1.469
H -0.753 2.123 -3.736
H -0.463 3.759 -4.010
H 1.237 4.884 -2.402
H 1.054 4.158 -0.712
*
```